No. 1
C12H17N | the ωB97M-V functional and the def2-TZVPD basis

Values from the calculation:
total charge	0
LUMO energy	0.883	eV
ΔE to the lowest compared entry with this formula, charge and spin	16.6	kcal/mol
orbital gap	8.753	eV
HOMO level	-7.9	eV

Geometry (Å):
1 C -1.791490 2.515334 -1.194205
2 C -1.556589 1.015950 -1.397910
3 C -0.295614 0.660680 -0.711176
4 C 0.912762 0.470220 -1.303863
5 N 1.924442 0.314173 -0.377374
6 C 1.382878 0.505438 0.868000
7 C 1.964969 0.584891 2.126648
8 C 1.168277 0.870378 3.220425
9 C -0.193999 1.061824 3.092518
10 C -0.775291 0.997793 1.836857
11 C -0.029348 0.695659 0.716176
12 H -2.521124 2.972708 -1.871816
13 H -0.887965 3.094632 -1.436133
14 H -1.964409 2.790877 -0.159427
15 H -2.477288 0.495730 -1.110192
16 H -1.526838 0.713532 -2.458115
17 H 1.083174 0.328891 -2.364604
18 H 2.868096 0.062032 -0.593216
19 H 3.038609 0.465546 2.085617
20 H 1.627391 1.048397 4.188269
21 H -0.818031 1.241121 3.960384
22 H -1.861029 1.043453 1.773226
23 C -0.334986 -3.209727 -0.487567
24 C 0.567530 -2.853074 -1.671724
25 H 0.169721 -3.866520 0.222480
26 H -0.627417 -2.253404 -0.034236
27 H -1.277852 -3.657893 -0.781358
28 H -0.034987 -2.576838 -2.561925
29 H 1.174911 -3.620654 -2.154809
30 H 1.091497 -1.911152 -1.420949

Cartesian forces (eV/Å) of the 6 atoms listed first:
C 0.6521 1.0099 -0.9454
C -0.8763 0.2876 -0.6773
C 0.4096 -0.3701 0.7086
C -0.3393 -0.5475 -0.5366
N -0.3907 0.3435 -0.0222
C -1.4433 0.0012 0.5143



No. 2
C8H18N2O2 | the ωB97M-V functional and the def2-TZVPD basis

Values from the calculation:
total charge	0
LUMO energy	0.704	eV
ΔE to the lowest compared entry with this formula, charge and spin	132.6	kcal/mol
orbital gap	8.581	eV
HOMO level	-7.9	eV

Geometry (Å):
1 C -3.371377 -0.889599 -0.466700
2 C -2.434346 0.333335 -0.945115
3 C -0.678763 -0.858205 0.549760
4 C 0.421119 -0.967507 -0.400908
5 C 2.368031 -0.148626 0.846233
6 C 3.437541 -0.941765 0.266268
7 C 0.817957 1.560759 -0.366866
8 C -0.519081 1.626749 0.623759
9 H -3.579434 -0.251458 1.382146
10 H -2.922951 -1.834871 -0.040447
11 H -4.129322 -1.332316 -1.513204
12 H -1.861870 -0.140775 -1.732307
13 H -2.911791 1.436657 -1.166870
14 H -0.388166 -0.686652 1.596214
15 H -1.128745 -2.072326 0.705768
16 H 0.312048 -0.951584 -1.484170
17 H 0.967181 -1.874529 -0.259147
18 H 3.176996 0.696218 1.499171
19 H 1.695965 -0.299696 1.635982
20 H 3.282716 -1.944623 -0.195714
21 H 4.078670 -1.020008 1.122924
22 H 3.375486 0.358970 -1.332031
23 H 0.366623 1.596594 -1.369942
24 H 1.598746 2.348253 -0.138608
25 H -0.580860 1.543161 1.643114
26 H -0.834245 2.657094 0.420513
27 N -1.432796 0.507082 0.173151
28 N 1.460714 0.194524 -0.298534
29 O -4.204880 -0.177437 0.567792
30 O 4.085011 -0.001338 -0.634579

Cartesian forces (eV/Å) of the 6 atoms listed first:
C -3.2417 1.9507 -1.8148
C 1.2091 -0.1329 1.3000
C -2.1704 -0.1507 0.5292
C 3.3439 1.7647 -0.7755
C -0.0887 4.2839 0.5098
C 1.5714 -0.1768 -0.6623